Entry 1:
The following is a quantum chemistry calculation of C27H62Ca2N3O9P as an isolated structure at a distorted geometry, from the OMol25 dataset.

Properties
Net charge: 0
E_tot: -3604.2636 hartree
Highest occupied orbital energy: -7.30 eV
Orbital gap: 6.95 eV

Cartesian coordinates (Å):
Ca 16.919 -17.652 1.306
Ca 15.630 -15.672 -1.456
P 14.522 -17.886 0.097
O 14.261 -16.328 0.096
O 16.366 -16.487 3.386
O 18.907 -16.330 1.327
O 17.309 -15.337 0.262
O 16.096 -9.307 -0.575
O 13.332 -18.498 -0.575
O 19.061 -14.095 0.958
O 14.955 -18.430 1.484
O 15.890 -17.714 -0.671
N 23.244 -17.566 -1.802
N 22.041 -11.812 2.966
N 17.131 -16.047 -3.286
C 17.987 -13.766 -2.745
C 16.395 -9.328 0.815
C 17.274 -16.041 4.397
C 15.784 -14.252 3.719
C 22.212 -13.103 3.627
C 23.247 -19.881 -0.973
C 18.427 -15.287 0.808
C 15.228 -15.606 3.332
C 16.206 -10.768 1.305
C 15.761 -18.119 -3.970
C 22.753 -14.196 2.706
C 23.430 -18.399 -0.610
C 16.308 -16.745 -4.306
C 15.953 -10.618 -1.085
C 22.997 -16.159 -1.448
C 23.975 -18.257 -4.090
C 16.795 -14.643 4.800
C 16.453 -11.553 0.026
C 21.637 -15.894 -0.839
C 18.235 -16.853 -2.773
C 19.394 -17.087 -3.772
C 20.933 -11.894 2.012
C 23.171 -10.311 4.567
C 21.825 -10.784 3.993
C 20.641 -10.582 1.287
C 24.346 -17.668 -2.753
C 17.523 -14.740 -3.837
H 23.904 -10.095 3.792
H 14.464 -15.999 4.009
H 21.990 -14.605 2.040
H 23.595 -13.838 2.110
H 20.140 -17.687 -3.245
H 16.013 -12.551 -0.026
H 20.076 -10.754 0.375
H 23.088 -15.066 3.276
H 21.470 -16.539 0.031
H 24.869 -18.376 -4.710
H 21.301 -9.911 3.612
H 17.235 -16.681 5.280
H 18.287 -12.858 -3.270
H 21.222 -11.155 4.834
H 15.211 -10.994 1.690
H 16.855 -16.681 -5.257
H 17.525 -11.767 -0.046
H 19.901 -16.183 -4.102
H 14.913 -10.846 -1.328
H 20.104 -9.878 1.926
H 16.976 -10.890 2.068
H 18.300 -15.994 4.029
H 16.679 -14.289 -4.362
H 17.466 -9.111 0.916
H 16.325 -13.747 2.916
H 15.446 -16.087 -4.486
H 21.160 -12.662 1.274
H 22.888 -13.028 4.475
H 18.826 -14.113 -2.141
H 21.592 -14.895 -0.403
H 18.280 -14.903 -4.611
H 21.211 -13.458 3.936
H 19.005 -17.681 -4.599
H 24.941 -16.748 -2.820
H 23.565 -19.261 -3.981
H 16.427 -14.657 5.827
H 23.771 -15.807 -0.743
H 23.278 -17.641 -4.661
H 23.571 -11.057 5.250
H 21.587 -10.066 1.103
H 22.730 -18.081 0.153
H 24.461 -18.285 -0.242
H 14.867 -18.362 -4.539
H 22.999 -9.358 5.072
H 17.637 -13.945 4.825
H 15.842 -8.593 1.396
H 23.506 -20.478 -0.093
H 15.400 -18.169 -2.936
H 19.824 -14.402 1.490
H 20.834 -16.163 -1.524
H 25.145 -18.284 -2.307
H 23.942 -20.293 -1.709
H 20.039 -12.234 2.565
H 22.243 -20.020 -1.368
H 14.774 -15.648 2.338
H 15.067 -13.534 4.116
H 23.103 -15.601 -2.379
H 17.216 -13.528 -2.008
H 17.966 -17.867 -2.469
H 18.653 -16.501 -1.825
H 16.563 -18.855 -4.027
H 16.575 -10.759 -1.970

Atoms 1-6, force components in eV/Å:
Ca 0.55 0.52 0.39
Ca -0.44 -0.36 1.71
P -3.28 1.11 -0.28
O -0.30 1.34 0.91
O 0.61 -0.24 -0.42
O 1.18 0.49 0.20

Results of the Mulliken charge analysis, in e, for atoms 1 through 99: Ca 1.3223; Ca 0.9506; P 0.8825; O -0.9859; O -0.3490; O -1.0070; O 0.5715; O -0.4408; O -0.8074; O 0.1630; O -0.7805; O -0.8428; N 0.5531; N 0.1374; N 1.1323; C 0.0748; C -0.4711; C -0.3971; C 0.1352; C -0.1777; C -1.2904; C 0.1980; C -0.2899; C -0.4700; C -1.0636; C -1.2328; C -0.4998; C -0.7832; C -0.4332; C -1.0187; C -1.2123; C -0.7964; C 0.6811; C 0.1567; C 0.6773; C -1.6051; C 0.4965; C -1.3297; C -0.3031; C -1.5509; C -0.8492; C -1.0570; H 0.3090; H 0.3462; H 0.0832; H 0.3035; H 0.4744; H -0.2925; H 0.4544; H 0.4949; H 0.3352; H 0.4379; H 0.3484; H 0.3554; H 0.5120; H 0.2111; H 0.3491; H 0.4300; H -0.1244; H 0.3465; H 0.3086; H 0.2775; H 0.2158; H 0.1908; H 0.4832; H 0.1485; H -0.2694; H 0.4601; H -0.3843; H 0.4246; H -0.0723; H 0.0344; H 0.3395; H 0.1801; H 0.3708; H 0.4924; H 0.2417; H 0.3403; H 0.3009; H 0.2500; H 0.3147; H 0.3782; H 0.3531; H 0.3715; H 0.3853; H 0.4352; H 0.2614; H 0.3401; H 0.4336; H 0.1696; H -0.1510; H -0.4074; H 0.3857; H 0.2647; H 0.1549; H 0.2637; H 0.0716; H 0.4798; H 0.4574

=====

Entry 2:
The following is a quantum chemistry calculation of a 2-piece molecular cluster, C27H63BN4O7P3 overall at a distorted geometry, from the OMol25 dataset.

Properties
Net charge: +1
E_tot: -2860.4064 hartree
Highest occupied orbital energy: -9.48 eV
Orbital gap: 6.05 eV

Cartesian coordinates (Å):
P 4.863 -1.051 -1.068
P 3.807 0.071 2.237
P 2.475 2.930 2.358
O 1.482 0.359 -3.314
O 7.125 4.244 1.708
O -4.513 -8.320 -1.929
O -2.399 -5.611 -1.209
O -5.400 -5.760 -0.376
O 4.838 0.924 3.412
O 1.841 -1.708 -0.055
N 4.655 -2.595 -0.715
N 3.537 0.077 -0.666
N 4.570 -1.538 2.195
N 1.824 -2.146 -2.888
C 0.431 3.323 -0.238
C 2.931 2.387 0.537
C -4.210 -6.161 0.315
C -2.948 3.927 0.237
C -4.769 -9.714 -1.869
C -4.371 3.187 -0.096
C -3.982 0.514 0.631
C 1.890 4.747 2.437
C 1.536 2.131 -0.356
C -4.224 1.556 -0.403
C 0.950 1.919 3.003
C -5.717 -7.558 -2.034
C -3.021 -5.243 0.024
C 3.842 0.978 0.551
C -2.849 4.566 -2.453
C 2.146 -0.456 -0.731
C 3.678 3.630 -0.251
C -2.020 4.274 -1.070
C 5.624 4.211 1.655
C -1.520 -4.603 -1.684
C 5.231 3.918 0.107
C -0.854 3.098 -1.278
C -5.036 -0.754 0.730
C -2.729 0.525 1.711
C 0.960 0.603 -0.237
C 2.919 5.742 3.305
C -5.435 -6.077 -1.773
B 1.822 -0.721 -2.357
H -2.854 -0.409 2.406
H -5.932 -0.623 -0.032
H 3.615 0.766 -1.481
H 5.324 -1.602 2.942
H -4.532 -5.737 -2.281
H 1.070 0.755 2.851
H 1.068 -2.737 -2.429
H 1.926 2.192 -1.486
H 2.390 6.087 4.318
H 3.648 3.500 -1.439
H -0.080 2.342 2.651
H 3.277 6.668 2.676
H 5.560 4.881 -0.519
H 5.006 1.206 0.395
H 0.927 4.346 -0.602
H -0.017 3.514 0.822
H 2.756 -2.539 -2.594
H -1.052 -4.963 -2.604
H -3.731 5.312 -2.160
H -1.411 2.078 -1.104
H -3.810 -10.238 -1.821
H -2.171 4.989 -3.313
H 0.513 0.301 0.796
H 5.191 -0.971 -2.493
H 0.882 4.764 3.077
H -4.452 -6.073 1.381
H -2.307 3.253 0.948
H 3.089 4.654 -0.072
H 7.428 3.294 1.914
H -4.452 -1.722 0.422
H -2.274 -5.348 0.818
H -0.740 -4.393 -0.948
H 0.973 2.078 4.187
H -5.030 3.741 -0.916
H -3.215 4.959 0.762
H -2.826 1.478 2.419
H 2.307 0.729 -3.752
H -5.308 -10.044 -2.760
H -6.459 -7.928 -1.315
H 5.792 0.858 3.097
H -0.422 3.099 -2.368
H 3.826 5.075 3.640
H -5.018 3.246 0.905
H -4.366 1.202 -1.514
H -2.080 -3.692 -1.915
H -5.341 -9.958 -0.968
H 2.490 -1.960 0.659
H 6.058 -0.566 -0.376
H 0.070 0.481 -1.023
H -3.975 -7.210 0.124
H -6.272 -5.498 -2.179
H 3.835 -2.215 2.514
H 1.613 5.236 1.412
H 5.288 5.302 1.915
H -1.421 5.271 -0.821
H -5.452 -0.892 1.840
H -6.102 -7.684 -3.052
H 5.927 3.047 -0.317
H -3.360 -4.202 -0.022
H 5.314 3.395 2.435
H -1.676 0.587 1.196
H -3.390 3.610 -2.906
H 5.389 -2.917 -0.045

Atoms 1-6, force components in eV/Å:
P 2.91 -4.85 0.83
P -0.93 -0.06 3.42
P 0.02 -0.50 0.87
O 2.60 -1.15 1.91
O -1.13 -2.05 0.38
O -0.17 -0.03 0.22

Results of the Mulliken charge analysis, in e, for atoms 1 through 99: P 0.2842; P -0.1677; P 0.0811; O -0.4881; O -0.5530; O -0.2494; O -0.3084; O -0.4569; O -0.5012; O -0.3940; N -0.6404; N 0.3823; N -0.4783; N -0.6936; C -0.1287; C 0.7420; C -0.5276; C -0.0114; C -0.7635; C -0.5841; C 0.4737; C -0.4276; C -0.4455; C -0.5252; C -0.8765; C -0.6007; C -0.0479; C -0.4604; C -1.3366; C -0.2667; C -0.7414; C 0.2701; C 0.0463; C -0.8730; C -0.4948; C -0.4603; C -0.7592; C -0.5135; C -0.6084; C -0.8305; C -0.3863; B 0.6322; H 0.3613; H 0.3149; H 0.6596; H 0.3054; H 0.1989; H 0.2124; H 0.2281; H 0.2210; H 0.2726; H 0.2473; H 0.1436; H 0.2295; H 0.3623; H 0.4312; H 0.2838; H -0.1455; H 0.3564; H 0.3575; H 0.3157; H -0.0729; H 0.2303; H 0.3766; H -0.5658; H 0.2091; H 0.4617; H 0.4065; H -0.3799; H 0.3052; H 0.3253; H -0.1013; H 0.4756; H 0.3237; H 0.4630; H 0.3109; H 0.3544; H 0.2177; H 0.3052; H 0.3119; H 0.3469; H 0.3369; H 0.3498; H 0.2355; H 0.3190; H 0.2366; H 0.3513; H 0.3166; H 0.3118; H 0.1240; H 0.5381; H 0.2269; H 0.3800; H 0.2826; H 0.2832; H 0.0736; H 0.3363; H 0.2896; H 0.4505